Record 1
Entry from OMol25: an isolated molecule of C4H11NO2 at a distorted geometry (ωB97M-V/def2-TZVPD).

Structure (XYZ):
```
18
Properties=species:S:1:pos:R:3:lowdin_charge:R:1
N 0.992 -1.353 -0.312 0.030
C 0.023 -0.498 0.263 -0.449
C -1.313 -1.152 0.283 -0.228
O -1.395 -2.400 1.064 -0.088
C -0.131 0.706 -0.683 -0.156
C 1.106 1.677 -0.594 -0.186
O 0.922 2.348 0.743 -0.098
H 1.258 -2.146 0.341 0.104
H 0.470 -2.002 -0.932 0.087
H 0.334 -0.081 1.219 0.150
H -2.003 -0.469 0.778 0.110
H -1.782 -1.399 -0.793 0.172
H -1.572 -2.126 1.968 0.073
H -0.435 0.772 -1.692 0.100
H -0.936 1.298 -0.206 0.115
H 2.066 1.255 -1.013 0.126
H 0.902 2.469 -1.271 0.079
H 1.496 3.101 0.837 0.059
```

Calculated values
LUMO = 0.86 eV
Total charge = 0
Relative energy (zero: lowest compared OMol25 entry of this formula, charge and spin) = 261.3 kJ/mol
Electronic energy = -9909.534 eV
Kohn-Sham gap = 10.2 eV

Record 2
Entry from OMol25: a cluster of 2 separate species, C4H11NO2 in total at a distorted geometry (ωB97M-V/def2-TZVPD).

Structure (XYZ):
```
18
Properties=species:S:1:pos:R:3:lowdin_charge:R:1
C -1.560 -1.676 0.513 0.065
C -0.916 -1.742 1.838 -0.397
O -1.146 -2.769 2.537 0.375
N -0.241 -0.748 2.379 0.273
H -2.245 -0.830 0.388 0.137
H -2.136 -2.554 0.308 0.106
H 0.419 -0.989 3.114 0.167
H 0.080 -0.006 1.770 0.139
H -0.848 -1.551 -0.300 0.112
C 1.195 0.893 -1.189 -0.317
C 0.341 1.824 -2.058 -0.069
O 2.209 1.665 -0.549 -0.063
H 0.607 0.289 -0.511 0.059
H 1.742 0.217 -1.847 0.115
H -0.187 1.261 -2.825 0.076
H 1.986 1.841 0.366 0.073
H 1.034 2.502 -2.524 0.078
H -0.337 2.372 -1.411 0.072
```

Calculated values
Multiplicity = 2
LUMO (alpha / beta) = -4.91 / -9.36 eV
Total charge = +1
Relative energy (zero: lowest compared OMol25 entry of this formula, charge and spin) = 121.5 kJ/mol
Electronic energy = -9901.736 eV
⟨S²⟩ = 0.75
Kohn-Sham gap (alpha / beta) = 8.6 / 4.1 eV

Record 3
Entry from OMol25: a cluster of 2 separate species, C4H11NO2 in total at a distorted geometry (ωB97M-V/def2-TZVPD).

Structure (XYZ):
```
18
Properties=species:S:1:pos:R:3:lowdin_charge:R:1
C 1.087 -1.600 0.265 -0.139
C 1.355 -0.106 0.124 -0.059
C -0.211 -1.858 -0.459 -0.384
N -1.413 -1.983 0.229 0.217
C -2.663 -2.049 -0.502 0.033
O -0.217 -1.831 -1.677 0.229
H 1.055 -1.951 1.302 0.123
H 1.823 -2.222 -0.240 0.135
H 0.654 0.456 0.752 0.093
H 2.341 0.275 0.357 0.091
H 1.266 0.150 -0.927 0.087
H -1.440 -2.223 1.225 0.196
H -3.142 -3.010 -0.357 0.130
H -2.471 -1.758 -1.528 0.106
H -3.185 -1.133 -0.197 0.141
H 1.184 7.459 0.359 0.037
H 2.409 6.810 0.847 0.037
O 1.568 6.573 0.428 -0.074
```

Calculated values
Multiplicity = 2
LUMO (alpha / beta) = -3.67 / -9.22 eV
Total charge = +1
Relative energy (zero: lowest compared OMol25 entry of this formula, charge and spin) = 86.7 kJ/mol
Electronic energy = -9902.097 eV
⟨S²⟩ = 0.78
Kohn-Sham gap (alpha / beta) = 9.6 / 4.0 eV

Record 4
Entry from OMol25: a cluster of 2 separate species, C4H11NO2 in total at a distorted geometry (ωB97M-V/def2-TZVPD).

Structure (XYZ):
```
18
Properties=species:S:1:pos:R:3:lowdin_charge:R:1
C -0.739 -1.673 -1.675 -0.165
C -0.157 -2.963 -1.115 -0.055
O -1.542 -0.941 -0.682 0.123
H 0.069 -0.916 -1.765 0.163
H -1.354 -1.783 -2.547 0.140
H 0.411 -2.945 -0.130 0.116
H -1.451 -1.348 0.215 0.146
H 0.510 -3.209 -1.931 0.088
H -1.039 -3.658 -0.934 0.116
C 1.538 1.901 1.600 -0.003
C 0.187 1.609 0.992 -0.444
O -0.293 0.531 0.808 0.120
N -0.478 2.833 0.521 0.188
H -1.410 2.721 0.292 0.075
H -0.147 3.678 0.876 0.075
H 2.055 1.169 2.350 0.133
H 1.481 2.874 2.179 0.105
H 2.358 2.119 0.946 0.079
```

Calculated values
Multiplicity = 2
LUMO (alpha / beta) = -2.76 / -8.89 eV
Total charge = +1
Relative energy (zero: lowest compared OMol25 entry of this formula, charge and spin) = 162.8 kJ/mol
Electronic energy = -9901.308 eV
⟨S²⟩ = 0.76
Kohn-Sham gap (alpha / beta) = 11.9 / 5.5 eV

Record 5
Entry from OMol25: an isolated molecule of C4H11NO2S at a distorted geometry (ωB97M-V/def2-TZVPD).

Structure (XYZ):
```
19
Properties=species:S:1:pos:R:3:lowdin_charge:R:1
C -1.639 -1.091 -1.309 -0.098
C -0.968 -0.696 0.029 -0.294
N 0.133 0.198 -0.343 -0.201
C 0.763 0.947 0.781 -0.366
C 0.029 1.868 1.616 -0.146
S 1.460 -0.850 -1.108 0.680
O 2.619 -0.098 -1.348 -0.319
O 0.949 -1.660 -2.153 -0.336
H -0.965 -1.778 -1.867 0.045
H -2.647 -1.574 -1.202 0.079
H -1.840 -0.176 -1.931 0.092
H -1.439 -0.149 0.800 0.069
H -0.642 -1.579 0.768 0.151
H 1.489 1.532 0.237 0.101
H 1.314 0.373 1.590 0.132
H -0.915 1.452 2.158 0.097
H 0.843 2.256 2.378 0.123
H -0.425 2.771 1.067 0.099
H 1.883 -1.745 -0.161 0.091
```

Calculated values
LUMO = 0.70 eV
Total charge = 0
Relative energy (zero: lowest compared OMol25 entry of this formula, charge and spin) = 337.2 kJ/mol
Electronic energy = -20743.809 eV
Kohn-Sham gap = 10.8 eV

Record 6
Entry from OMol25: a cluster of 2 separate species, C4H11NO2S in total at a distorted geometry (ωB97M-V/def2-TZVPD).

Structure (XYZ):
```
19
Properties=species:S:1:pos:R:3:lowdin_charge:R:1
C -1.848 -0.612 0.195 -0.071
C -0.391 -1.027 0.309 -0.414
C 0.236 -0.288 1.520 -0.515
S 1.852 0.465 1.309 0.719
N 0.228 -0.748 -1.011 0.025
C 1.394 -1.417 -1.301 -0.394
O 2.025 -2.083 -0.527 0.018
H -1.962 0.463 0.390 0.075
H -2.450 -1.033 1.003 0.084
H -2.289 -0.860 -0.770 0.080
H -0.241 -2.087 0.483 0.133
H -0.344 0.620 1.702 0.047
H 0.318 -0.936 2.391 0.078
H 2.662 -0.442 1.897 -0.127
H -0.085 0.123 -1.395 0.130
H 1.537 -1.393 -2.394 0.130
O -3.956 4.041 -1.644 -0.063
H -4.449 4.241 -2.455 0.044
H -4.293 3.353 -1.081 0.018
```

Calculated values
LUMO = 0.52 eV
Total charge = 0
Relative energy (zero: lowest compared OMol25 entry of this formula, charge and spin) = 103.4 kJ/mol
Electronic energy = -20746.232 eV
Kohn-Sham gap = 9.3 eV

Record 7
Entry from OMol25: a cluster of 2 separate species, C4H11NO3 in total at a distorted geometry (ωB97M-V/def2-TZVPD).

Structure (XYZ):
```
19
Properties=species:S:1:pos:R:3:lowdin_charge:R:1
N 0.281 -0.113 -1.619 0.056
C 0.679 0.659 -0.458 -0.321
C -0.595 1.596 -0.116 -0.205
O -1.831 1.246 -0.694 -0.084
C 1.006 -0.222 0.802 -0.130
C 2.346 -0.906 0.690 -0.269
O 2.642 -1.880 0.039 0.043
H 0.504 -1.075 -1.423 0.072
H 0.431 0.227 -2.540 0.082
H 1.627 1.221 -0.536 0.135
H -0.398 2.652 -0.404 0.122
H -0.810 1.450 0.935 0.091
H -1.885 0.327 -0.911 0.040
H 1.050 0.427 1.661 0.105
H 0.294 -0.993 1.077 0.115
H 3.271 -0.466 1.129 0.124
O -3.143 -1.163 0.779 -0.043
H -2.407 -1.103 1.414 0.043
H -3.062 -1.884 0.176 0.022
```

Calculated values
LUMO = 0.59 eV
Total charge = 0
Relative energy (zero: lowest compared OMol25 entry of this formula, charge and spin) = 269.8 kJ/mol
Electronic energy = -11957.313 eV
Kohn-Sham gap = 10.1 eV

Record 8
Entry from OMol25: a cluster of 2 separate species, C4H11NO3 in total at a distorted geometry (ωB97M-V/def2-TZVPD).

Structure (XYZ):
```
19
Properties=species:S:1:pos:R:3:lowdin_charge:R:1
C -0.039 2.710 -0.058 -0.049
C -0.135 1.302 -0.657 -0.388
O -0.274 1.288 -2.084 -0.055
C 1.131 0.426 -0.318 -0.042
C 0.698 -0.951 0.206 -0.532
N 1.477 -1.947 -0.295 0.153
O -0.317 -1.150 0.824 0.062
H -0.044 3.598 -0.693 0.076
H -0.883 2.948 0.620 0.082
H 0.708 2.843 0.732 0.069
H -1.034 0.793 -0.313 0.124
H -0.605 2.126 -2.423 0.082
H 1.636 0.392 -1.283 0.115
H 1.644 1.088 0.366 0.101
H 2.352 -1.875 -0.804 0.108
H 1.232 -2.886 0.002 0.112
O -2.240 -3.686 2.271 -0.070
H -2.334 -2.786 1.892 0.040
H -2.972 -4.233 2.014 0.012
```

Calculated values
LUMO = 0.87 eV
Total charge = 0
Relative energy (zero: lowest compared OMol25 entry of this formula, charge and spin) = 135.3 kJ/mol
Electronic energy = -11958.707 eV
Kohn-Sham gap = 10.7 eV

Record 9
Entry from OMol25: a cluster of 2 separate species, C4H11NO3 in total (ωB97M-V/def2-TZVPD).

Structure (XYZ):
```
19
Properties=species:S:1:pos:R:3:lowdin_charge:R:1
C 1.816 0.566 -0.694 -0.107
N 1.031 0.508 0.559 -0.069
C -0.425 0.487 0.426 -0.315
C -0.999 -0.614 -0.493 -0.039
C -0.915 1.821 -0.074 -0.504
O -0.355 2.531 -0.861 0.124
O -2.138 2.101 0.419 0.112
H 2.734 0.003 -0.553 0.076
H 2.070 1.596 -0.902 0.068
H 1.282 0.131 -1.535 0.072
H 1.302 -0.331 1.055 0.089
H -0.776 0.311 1.439 0.145
H -0.331 -1.473 -0.524 0.059
H -1.948 -0.988 -0.112 0.084
H -1.183 -0.290 -1.520 0.090
H -2.403 2.984 0.114 0.131
O 0.350 -3.379 1.355 -0.054
H 1.204 -3.118 0.986 0.036
H -0.318 -2.845 0.913 0.003
```

Calculated values
LUMO = 0.60 eV
Total charge = 0
Relative energy (zero: lowest compared OMol25 entry of this formula, charge and spin) = 112.3 kJ/mol
Electronic energy = -11958.946 eV
Kohn-Sham gap = 9.8 eV

Record 10
Entry from OMol25: a cluster of 2 separate species, C4H11NO3 in total at a distorted geometry (ωB97M-V/def2-TZVPD).

Structure (XYZ):
```
19
Properties=species:S:1:pos:R:3:lowdin_charge:R:1
C -1.725 1.610 -0.790 -0.107
C -0.483 1.819 0.074 -0.255
C 0.719 0.938 -0.164 -0.186
N 0.543 -0.380 0.484 0.083
C 1.593 -1.225 0.672 -0.597
O 1.498 -2.420 0.686 0.097
O 2.802 -0.578 0.914 0.058
H -2.176 0.633 -0.634 0.066
H -2.468 2.339 -0.451 0.069
H -1.613 1.791 -1.868 0.075
H -0.219 2.876 0.140 0.106
H -0.812 1.640 1.094 0.105
H 1.591 1.370 0.305 0.108
H 0.975 0.841 -1.214 0.124
H -0.275 -0.899 0.168 0.118
H 2.820 -0.393 1.867 0.122
O -1.124 -2.994 -0.588 -0.075
H -0.652 -3.704 -1.041 0.042
H -0.995 -3.264 0.346 0.049
```

Calculated values
LUMO = 0.66 eV
Total charge = 0
Relative energy (zero: lowest compared OMol25 entry of this formula, charge and spin) = 72.3 kJ/mol
Electronic energy = -11959.360 eV
Kohn-Sham gap = 10.6 eV

Record 11
Entry from OMol25: a cluster of 2 separate species, C4H11NO3 in total at a distorted geometry (ωB97M-V/def2-TZVPD).

Structure (XYZ):
```
19
Properties=species:S:1:pos:R:3:lowdin_charge:R:1
C 1.312 0.746 -0.146 -0.032
C 0.490 0.153 1.017 -0.299
C -0.870 0.822 1.166 -0.240
O -0.680 2.052 1.834 -0.042
N 0.295 -1.326 0.838 0.060
C -0.429 -1.956 -0.109 -0.325
O -1.071 -1.397 -0.995 -0.015
H 2.269 0.258 -0.293 0.083
H 1.653 1.686 0.332 0.085
H 0.744 1.002 -1.028 0.067
H 1.091 0.211 1.918 0.143
H -1.505 0.920 0.278 0.125
H -1.560 0.112 1.663 0.128
H -0.661 2.753 1.186 0.087
H 0.867 -1.922 1.404 0.126
H -0.531 -3.039 -0.053 0.131
O -0.258 -0.155 -3.312 -0.082
H -1.048 -0.741 -3.328 0.045
H -0.108 -0.179 -2.372 -0.043
```

Calculated values
LUMO = 0.61 eV
Total charge = 0
Relative energy (zero: lowest compared OMol25 entry of this formula, charge and spin) = 149.7 kJ/mol
Electronic energy = -11958.558 eV
Kohn-Sham gap = 10.7 eV

Record 12
Entry from OMol25: an isolated molecule of C4H11NO3 at a distorted geometry (ωB97M-V/def2-TZVPD).

Structure (XYZ):
```
19
Properties=species:S:1:pos:R:3:lowdin_charge:R:1
C -2.097 0.135 0.917 -0.160
C -0.881 -0.422 1.467 -0.118
N 0.543 0.351 0.732 0.131
C 0.890 0.125 -0.880 -0.634
C 1.798 -1.068 -1.020 0.021
O 1.385 1.305 -1.339 -0.005
O -0.326 -0.144 -1.474 -0.110
O -1.087 1.096 -1.362 -0.234
H -2.566 0.889 1.544 0.061
H -1.752 0.718 -0.205 0.080
H -2.796 -0.618 0.562 0.072
H -0.659 -1.453 1.211 0.097
H -0.655 -0.195 2.510 0.095
H 0.324 1.342 0.816 0.126
H 1.391 0.189 1.269 0.126
H 1.352 -1.939 -0.543 0.089
H 2.767 -0.843 -0.576 0.091
H 1.937 -1.281 -2.079 0.101
H 0.433 1.813 -1.552 0.172
```

Calculated values
LUMO = 0.57 eV
Total charge = 0
Relative energy (zero: lowest compared OMol25 entry of this formula, charge and spin) = 581.8 kJ/mol
Electronic energy = -11954.079 eV
Kohn-Sham gap = 8.7 eV

- Which of these has the highest electronic energy?
  number 4